[1]
{"formula": "C8H15ClHfI2N2OP", "method": "wB97M-V/def2-TZVPD", "de_lowest_ev": 2.428, "lumo_energy_ev": [-13.264, -13.266], "homo_lumo_gap_ev": [5.9989, 5.9977], "charge": 3, "homo_energy_ev": [-19.3, -19.3], "symbols": ["I", "I", "Hf", "P", "C", "C", "H", "H", "H", "C", "H", "H", "H", "H", "H", "H", "C", "O", "Cl", "C", "N", "C", "C", "N", "C", "H", "H", "H", "H", "H", "H"], "positions_angstrom": [[-3.09510, -1.02647, -1.67231], [-4.67995, 0.90613, -0.12922], [0.10342, -0.94663, -0.98146], [0.49359, 1.33492, -2.12727], [-0.96146, 2.13121, -2.78224], [1.16084, 2.59218, -1.00017], [2.41629, 0.30462, -3.11862], [1.89047, 1.75963, -3.98749], [0.98763, 0.22856, -4.18137], [1.54748, 0.86051, -3.47993], [1.93080, 2.22251, -0.29975], [1.66970, 3.41691, -1.58441], [-0.75850, 2.91334, -3.51578], [-1.57052, 2.64259, -2.03828], [0.35711, 3.06116, -0.39696], [-1.63572, 1.44255, -3.29184], [-1.13318, 0.86282, -0.44287], [-1.72662, 1.98443, -0.32115], [2.33005, -0.60097, -0.50603], [0.57405, -3.49332, 3.91050], [0.13823, -2.38697, 3.10780], [-0.47147, -1.19009, 3.47346], [-0.67833, -0.46839, 2.31973], [-0.20503, -1.23545, 1.22598], [0.21390, -2.37008, 1.76606], [1.23499, -3.17294, 4.67776], [-0.27370, -3.91062, 4.39448], [1.07522, -4.17585, 3.21809], [-0.59631, -1.14896, 4.52919], [-1.04929, 0.51404, 2.07236], [0.71142, -3.05138, 1.16175]], "lowdin_charge": [0.47, 0.54, 1.15, 0.68, -0.23, -0.19, 0.04, 0.09, 0.08, -0.22, 0.05, 0.12, 0.10, 0.05, 0.07, 0.05, -0.40, -0.11, 0.27, 0.05, -0.07, 0.06, -0.05, -0.16, -0.15, 0.11, 0.11, 0.12, 0.15, 0.10, 0.12]}


[2]
{"formula": "CHCl2F2P", "method": "wB97M-V/def2-TZVPD", "de_lowest_ev": 4.211, "lumo_energy_ev": [-2.939, -3.023], "homo_lumo_gap_ev": [7.9869, 7.3965], "homo_energy_ev": [-10.9, -10.4], "symbols": ["C", "F", "F", "P", "Cl", "Cl", "H"], "positions_angstrom": [[0.32264, 0.66664, 0.11671], [-2.25436, -1.20489, -1.31158], [-0.20415, -1.72346, 0.87635], [0.34777, -1.09264, -0.47293], [0.92618, 1.71220, -1.17611], [1.49696, 0.59897, 1.48645], [-0.63504, 1.04318, 0.48111]], "lowdin_charge": [-1.33, -0.57, -0.32, 1.09, 0.54, 0.54, 0.05]}


[3]
{"formula": "C5H9NO", "method": "wB97M-V/def2-TZVPD", "de_lowest_ev": 4.025, "lumo_energy_ev": 0.960, "homo_lumo_gap_ev": 9.7314, "smiles": "C[C@H]1N[C@H]1/C=C\\O", "homo_energy_ev": -8.8, "symbols": ["C", "C", "N", "C", "C", "C", "O", "H", "H", "H", "H", "H", "H", "H", "H", "H"], "positions_angstrom": [[0.38804, -0.48666, 1.33815], [0.51600, -1.16544, 0.00080], [-0.75887, -1.67116, -0.51281], [-0.21534, -0.42551, -1.06606], [-0.90878, 0.85493, -0.66404], [-0.20849, 1.98372, -0.39060], [1.04195, 1.92277, 0.08423], [-0.13839, -1.06990, 2.07793], [1.39030, -0.32506, 1.81649], [-0.56061, 0.30030, 0.97605], [1.43504, -1.68380, -0.26898], [-0.59024, -2.43943, -1.15964], [0.17329, -0.44622, -2.08692], [-1.96904, 0.93547, -0.87028], [-0.65595, 2.98118, -0.36347], [1.04251, 1.04631, 0.58633]], "lowdin_charge": [-0.10, -0.34, 0.06, -0.28, -0.11, -0.21, 0.00, 0.07, 0.10, 0.15, 0.14, 0.10, 0.14, 0.11, 0.12, 0.06]}


[4]
{"formula": "C3H7P", "method": "wB97M-V/def2-TZVPD", "de_lowest_ev": 1.555, "lumo_energy_ev": 0.438, "homo_lumo_gap_ev": 10.5730, "smiles": "C#P.CC", "homo_energy_ev": -10.1, "symbols": ["C", "P", "H", "C", "C", "H", "H", "H", "H", "H", "H"], "positions_angstrom": [[-1.26247, 2.77053, 2.02670], [-0.94384, 3.99503, 1.09059], [-1.34403, 1.94724, 2.69777], [-0.73598, -0.38528, -0.55001], [0.55717, -0.93514, -0.09875], [-0.72515, 0.04150, -1.48227], [-1.55146, -1.07643, -0.58307], [-1.10018, 0.51832, 0.04160], [1.01926, -1.76605, -0.55211], [0.41324, -1.24206, 0.83663], [1.24557, -0.14047, -0.09015]], "lowdin_charge": [-0.55, 0.65, -0.08, -0.17, -0.15, 0.03, 0.06, 0.07, 0.06, 0.02, 0.06]}


[5]
{"formula": "C28H16Cl2MnN8O9", "method": "wB97M-V/def2-TZVPD", "de_lowest_ev": 0.989, "spin_multiplicity": 2, "lumo_energy_ev": [4.148, 4.151], "homo_lumo_gap_ev": [6.0928, 5.9079], "charge": -2, "homo_energy_ev": [-1.9, -1.8], "symbols": ["Mn", "Cl", "C", "C", "C", "N", "C", "O", "C", "C", "C", "C", "C", "N", "C", "C", "C", "Cl", "N", "C", "O", "C", "C", "C", "C", "C", "N", "H", "H", "H", "H", "H", "H", "H", "H", "H", "H", "O", "C", "O", "C", "C", "C", "C", "C", "C", "O", "N", "O", "O", "N", "O", "O", "H", "H", "N", "C", "C", "N", "C", "H", "H", "H", "H"], "positions_angstrom": [[0.53153, 0.07490, 0.44039], [5.29453, -3.39970, 4.30886], [4.55540, -2.25711, 3.21231], [3.19716, -2.36381, 2.96340], [2.54712, -1.47350, 2.10014], [1.17034, -1.41718, 1.91145], [0.39651, -2.41921, 2.35521], [0.72858, -3.57684, 2.66871], [-1.05796, -2.05941, 2.54026], [-1.89839, -2.93825, 3.22242], [-3.19479, -2.53801, 3.48215], [-3.61090, -1.28442, 3.05524], [-2.70416, -0.49117, 2.36680], [-1.45950, -0.87535, 2.11289], [3.32507, -0.48643, 1.43415], [4.68819, -0.39683, 1.71448], [5.29926, -1.27081, 2.60000], [7.01103, -1.10293, 2.89884], [2.65309, 0.36099, 0.55178], [3.32725, 0.92580, -0.45155], [4.54270, 0.91119, -0.71348], [2.44345, 1.67422, -1.43915], [3.01099, 2.22844, -2.58499], [2.19603, 2.92004, -3.46052], [0.84832, 3.06621, -3.15640], [0.37198, 2.48707, -1.99164], [1.14584, 1.78983, -1.16276], [2.63425, -3.14476, 3.44429], [-1.50706, -3.89602, 3.53261], [-3.87557, -3.18921, 4.01927], [-4.61263, -0.92312, 3.24830], [-2.98754, 0.49174, 2.00966], [5.27932, 0.35412, 1.22056], [4.07198, 2.09067, -2.73577], [2.60529, 3.35154, -4.36701], [0.17822, 3.61570, -3.80425], [-0.66794, 2.58206, -1.70788], [-1.76404, 3.16132, 2.06680], [-1.33921, 2.30947, 1.27804], [-0.22276, 1.72709, 1.34546], [-2.27667, 1.97885, 0.09213], [-3.25408, 2.90427, -0.17373], [-4.10720, 2.78287, -1.27592], [-3.99964, 1.70762, -2.14222], [-3.06313, 0.74108, -1.85593], [-2.13832, 0.80249, -0.74326], [-1.27952, -0.10387, -0.57484], [-2.99948, -0.36204, -2.79791], [-2.69758, -1.47363, -2.41255], [-3.25210, -0.11299, -3.97967], [-5.10485, 3.78282, -1.53120], [-5.20039, 4.73266, -0.76448], [-5.85146, 3.63909, -2.49806], [-3.32940, 3.74193, 0.50482], [-4.63425, 1.61979, -3.00892], [0.93013, -2.34934, -2.87618], [1.43198, -3.27749, -1.99423], [1.49569, -2.64812, -0.79115], [1.02627, -1.35891, -0.92307], [0.69329, -1.21877, -2.18314], [0.67940, -2.49900, -3.83532], [1.69367, -4.27470, -2.29831], [1.82688, -3.03522, 0.15557], [0.25975, -0.33768, -2.62150]], "mulliken_spin": [0.99, 0.00, 0.00, 0.00, 0.00, 0.01, 0.00, 0.01, 0.00, 0.00, 0.00, 0.00, 0.00, 0.01, 0.00, 0.00, 0.00, 0.00, -0.02, -0.01, 0.00, 0.01, 0.00, 0.00, 0.00, 0.00, 0.00, 0.00, 0.00, 0.00, 0.00, 0.00, 0.00, 0.00, 0.00, 0.00, 0.00, 0.00, 0.00, 0.00, 0.00, 0.00, 0.00, 0.00, 0.00, -0.01, 0.01, 0.00, 0.00, 0.00, 0.00, 0.00, 0.00, 0.00, 0.00, 0.00, 0.00, 0.00, -0.01, 0.01, 0.00, 0.00, 0.00, 0.00]}


[6]
{"formula": "C4H5FeLiO2", "method": "wB97M-V/def2-TZVPD", "spin_multiplicity": 7, "lumo_energy_ev": [-20.924, -21.561], "homo_lumo_gap_ev": [2.8040, 5.8398], "charge": 4, "homo_energy_ev": [-23.7, -27.4], "symbols": ["H", "C", "C", "O", "Li", "H", "H", "C", "C", "O", "Fe", "H", "H"], "positions_angstrom": [[-2.26420, 1.46185, -1.47066], [-2.73511, 0.55577, -1.05153], [-2.31966, -0.70881, -1.55342], [-3.57528, 0.66316, -0.14345], [-4.72952, 1.90690, 0.57257], [-1.62483, -0.75510, -2.39235], [-2.80395, -1.61638, -1.19003], [0.16785, -1.63689, 0.19895], [1.05624, -1.05649, -0.54835], [1.77974, -0.52591, -1.32056], [3.51637, -0.14012, -1.88439], [-0.13815, -2.65664, -0.04466], [-0.12868, -1.15019, 1.13062]], "mulliken_spin": [0.00, 0.00, -0.01, 0.02, 0.00, 0.00, 0.01, 0.39, 0.08, -0.05, 5.53, 0.01, 0.01]}


[7]
{"formula": "C2H2BrNS2", "method": "wB97M-V/def2-TZVPD", "de_lowest_ev": 1.849, "lumo_energy_ev": [-2.756, -2.761], "homo_lumo_gap_ev": [6.2650, 6.2580], "homo_energy_ev": [-9.0, -9.0], "symbols": ["C", "C", "N", "S", "S", "Br", "H", "H"], "positions_angstrom": [[0.23095, -0.76174, 0.11549], [0.45712, 0.66561, 0.13883], [-0.75435, -1.31334, -0.47561], [-0.24318, 1.63082, -1.18919], [-1.93639, -0.95105, -1.46471], [-0.02786, 1.28517, 1.98693], [0.72148, -1.23128, 0.81797], [1.55224, 0.67580, 0.07029]], "lowdin_charge": [-0.37, -1.15, -0.49, 0.52, 0.78, 0.59, 0.06, 0.06]}


[8]
{"formula": "C32H84F8N8O20PS8", "method": "wB97M-V/def2-TZVPD", "de_lowest_ev": 0.000, "lumo_energy_ev": -3.457, "homo_lumo_gap_ev": 7.6069, "charge": 1, "homo_energy_ev": -11.1, "symbols": ["C", "C", "C", "O", "C", "N", "H", "H", "H", "H", "H", "H", "H", "H", "H", "H", "H", "H", "C", "C", "C", "O", "C", "N", "H", "H", "H", "H", "H", "H", "H", "H", "H", "H", "H", "H", "C", "C", "C", "O", "C", "N", "H", "H", "H", "H", "H", "H", "H", "H", "H", "H", "H", "H", "C", "C", "C", "O", "C", "N", "H", "H", "H", "H", "H", "H", "H", "H", "H", "H", "H", "H", "C", "C", "C", "C", "P", "C", "C", "C", "C", "C", "C", "C", "C", "C", "C", "C", "C", "H", "H", "H", "H", "H", "H", "H", "H", "H", "H", "H", "H", "H", "H", "H", "H", "H", "H", "H", "H", "H", "H", "H", "H", "H", "H", "H", "H", "H", "H", "H", "H", "H", "H", "H", "H", "N", "S", "O", "O", "F", "S", "O", "O", "F", "N", "S", "O", "O", "F", "S", "O", "O", "F", "N", "S", "O", "O", "F", "S", "O", "O", "F", "N", "S", "O", "O", "F", "S", "O", "O", "F"], "positions_angstrom": [[1.29768, -6.58025, -4.52963], [0.42485, -7.23656, -3.42828], [-0.11785, -6.18740, -2.49512], [0.86861, -5.26905, -2.09481], [0.37954, -4.36854, -1.10830], [-0.81956, -7.80456, -4.12804], [-0.50976, -8.64112, -4.63120], [-1.41032, -8.28509, -3.43784], [-1.39853, -7.16035, -4.66295], [1.49186, -7.32984, -5.29196], [2.25378, -6.32039, -4.07471], [0.83450, -5.60829, -4.69112], [0.90545, -8.05776, -2.89896], [-0.72354, -6.53442, -1.65062], [-0.78687, -5.52870, -3.08182], [0.26223, -4.73274, -0.08558], [-0.57687, -3.92886, -1.40878], [1.04211, -3.51041, -1.02873], [4.83337, 1.43746, 4.14128], [5.75299, 0.85639, 3.03219], [5.94790, -0.66142, 2.99156], [7.02818, -1.03585, 3.80124], [7.19846, -2.44822, 3.79785], [5.25416, 1.37975, 1.68305], [6.00536, 1.33379, 0.99923], [4.44809, 0.86201, 1.30993], [4.86751, 2.34268, 1.77495], [3.82636, 1.53515, 3.73408], [5.23553, 2.40564, 4.43551], [4.82983, 0.83382, 5.04558], [6.67982, 1.41968, 3.13630], [6.18176, -0.95140, 1.95431], [5.06223, -1.20533, 3.32511], [7.95478, -2.79760, 4.49426], [7.58631, -2.67983, 2.79780], [6.24564, -2.95208, 3.97014], [2.66828, -1.80520, -2.61424], [4.02001, -1.24426, -2.28953], [4.81955, -0.88516, -3.57655], [5.39198, -2.03458, -4.10982], [5.77142, -1.87278, -5.46885], [4.01448, 0.04798, -1.46145], [3.47306, -0.08304, -0.59254], [4.97615, 0.34770, -1.36759], [3.38639, 0.71457, -1.95136], [2.24066, -1.31888, -3.49046], [1.95213, -1.63909, -1.80043], [2.70589, -2.88967, -2.69548], [4.61731, -1.87080, -1.62538], [5.55680, -0.13724, -3.25614], [4.09612, -0.38207, -4.22241], [6.67108, -1.26420, -5.62711], [4.96080, -1.38933, -6.01366], [6.12003, -2.81313, -5.89185], [3.88654, 6.05632, -2.19889], [3.02873, 5.56476, -1.03190], [1.59600, 5.96858, -1.25573], [0.81731, 5.21783, -0.34316], [-0.52124, 5.08131, -0.79116], [3.22658, 4.10340, -0.79588], [4.17115, 3.95267, -0.43601], [2.63760, 3.74751, -0.03118], [3.05398, 3.51600, -1.63829], [3.49268, 5.79759, -3.18088], [4.91928, 5.71975, -2.06901], [4.02328, 7.13834, -2.23909], [3.40806, 6.08612, -0.15237], [1.32021, 5.72467, -2.29008], [1.52030, 7.05910, -1.21623], [-1.03729, 6.04268, -0.88489], [-1.13699, 4.55577, -0.06078], [-0.52403, 4.53514, -1.73454], [-9.03154, 1.48131, -1.70332], [-7.94875, 0.88945, -0.77878], [-6.50723, 1.19473, -1.17026], [-5.57499, 1.34719, 0.03842], [-5.00728, -0.22722, 0.80277], [-6.36145, -1.11222, 1.57800], [-7.14259, -0.44168, 2.71954], [-8.44651, -1.12793, 3.16125], [-8.16002, -2.14399, 4.29164], [-3.78380, 0.19269, 2.09889], [-4.08266, 1.39799, 3.01217], [-2.99360, 1.56518, 4.09672], [-3.18037, 2.81678, 4.94224], [-4.33918, -1.23163, -0.57242], [-3.02877, -0.67463, -1.11762], [-2.60941, -1.43835, -2.37724], [-1.23537, -0.98234, -2.92648], [-10.05113, 1.36233, -1.32779], [-9.12059, 0.95491, -2.65738], [-8.92562, 2.55022, -1.89780], [-8.23104, -0.16841, -0.81683], [-8.23314, 1.16654, 0.23879], [-6.51672, 2.09833, -1.78543], [-6.09989, 0.47533, -1.88449], [-6.11866, 1.92126, 0.79225], [-4.62105, 1.86801, -0.07993], [-5.87255, -1.96554, 2.06320], [-7.04195, -1.52709, 0.83192], [-7.41861, 0.59923, 2.50764], [-6.47757, -0.28049, 3.57079], [-9.02314, -1.67818, 2.41321], [-9.17605, -0.42379, 3.56253], [-9.05563, -2.75940, 4.35964], [-7.92872, -1.56709, 5.18904], [-7.27100, -2.76370, 4.16688], [-2.86308, 0.32523, 1.52623], [-3.71461, -0.72989, 2.67899], [-5.07768, 1.36894, 3.46040], [-4.14664, 2.29282, 2.38271], [-2.00663, 1.56218, 3.62699], [-2.98316, 0.62502, 4.65398], [-2.74827, 3.66234, 4.41657], [-2.76129, 2.67098, 5.94060], [-4.22658, 2.90836, 5.25037], [-5.20507, -1.32315, -1.22921], [-4.11379, -2.21823, -0.16049], [-2.23709, -0.60940, -0.36706], [-3.03280, 0.38605, -1.40484], [-3.38346, -1.31494, -3.13658], [-2.50332, -2.50905, -2.18062], [-0.57531, -0.72211, -2.09714], [-1.35065, -0.10373, -3.56136], [-0.74488, -1.74313, -3.53495], [-3.54880, -3.40016, 2.09327], [-3.63833, -3.56300, 3.78274], [-3.71257, -2.30988, 4.48807], [-2.83378, -4.59897, 4.40592], [-5.09295, -4.17466, 3.84536], [-1.98660, -3.19569, 2.13189], [-1.17025, -4.37648, 2.34463], [-1.34347, -1.94578, 2.49497], [-1.82894, -3.01253, 0.54254], [3.00312, 2.18061, -3.03755], [1.50325, 2.18116, -3.46624], [1.14311, 1.01164, -4.24807], [0.80804, 3.42901, -3.60858], [0.90572, 1.86703, -2.00732], [3.64590, 2.81006, -4.49382], [3.16750, 4.06368, -4.99775], [4.01016, 1.82168, -5.46834], [5.05022, 3.14209, -3.77063], [2.51850, 0.14794, 1.07277], [1.05200, 0.56830, 1.34365], [0.68475, 0.76468, 2.72292], [0.01284, 0.17140, 0.43412], [1.30505, 2.13592, 0.94225], [2.34532, -1.39801, 1.69468], [1.32518, -2.25213, 1.17365], [2.80290, -1.48956, 3.04523], [3.71941, -1.90753, 0.93189], [4.59753, 4.11652, 1.88134], [5.88964, 4.86584, 2.24658], [6.75219, 4.15747, 3.15697], [5.94408, 6.30154, 2.23001], [6.61750, 4.46262, 0.84472], [3.58589, 4.89345, 2.88952], [2.88560, 5.94687, 2.21553], [3.97317, 5.02817, 4.25560], [2.51812, 3.72194, 2.99012]], "lowdin_charge": [-0.01, -0.28, -0.23, -0.17, -0.07, 0.21, 0.17, 0.18, 0.18, 0.09, 0.10, 0.10, 0.16, 0.15, 0.14, 0.10, 0.08, 0.06, 0.00, -0.25, -0.21, -0.17, -0.08, 0.20, 0.16, 0.09, 0.08, 0.08, 0.07, 0.10, 0.14, 0.12, 0.10, 0.09, 0.09, 0.09, -0.01, -0.27, -0.21, -0.14, -0.08, 0.20, 0.08, 0.15, 0.09, 0.09, 0.08, 0.10, 0.15, 0.13, 0.11, 0.09, 0.09, 0.09, -0.02, -0.31, -0.18, -0.17, -0.08, 0.23, 0.13, 0.12, 0.10, 0.07, 0.09, 0.10, 0.13, 0.12, 0.15, 0.09, 0.09, 0.07, -0.11, -0.26, -0.23, -0.25, 1.04, -0.26, -0.24, -0.24, -0.10, -0.24, -0.23, -0.24, -0.10, -0.25, -0.25, -0.24, -0.10, 0.07, 0.07, 0.07, 0.10, 0.10, 0.11, 0.10, 0.09, 0.09, 0.08, 0.10, 0.09, 0.10, 0.10, 0.10, 0.07, 0.08, 0.06, 0.09, 0.06, 0.09, 0.10, 0.10, 0.11, 0.08, 0.07, 0.07, 0.09, 0.08, 0.08, 0.12, 0.11, 0.09, 0.05, 0.07, 0.07, -0.26, 0.52, -0.28, -0.26, -0.18, 0.45, -0.29, -0.28, -0.22, -0.33, 0.46, -0.27, -0.26, -0.20, 0.57, -0.23, -0.25, -0.20, -0.32, 0.45, -0.23, -0.26, -0.23, 0.57, -0.23, -0.23, -0.23, -0.33, 0.47, -0.26, -0.23, -0.23, 0.51, -0.24, -0.22, -0.18]}


no.,electronic energy (Ha)
1,-1942.4385
2,-1500.0817
3,-325.7897
4,-459.7534
5,-4263.2595
6,-1574.9548
7,-3502.4388
8,-7537.8071